Record 1
4
Properties=species:S:1:pos:R:3 method="wB97M-V/def2-TZVPD" fmax_ev_per_a=3.13 charge=0 e_lumo_ev="-3.51 / -2.45" energy_ev=-37050.1906
F -1.35 1.21 -0.55
P 0.16 0.40 -0.64
Cl -0.41 -1.42 -1.10
Cl 1.60 -0.20 2.29

Record 2
8
Properties=species:S:1:pos:R:3 method="wB97M-V/def2-TZVPD" fmax_ev_per_a=3.45 charge=0 e_lumo_ev=-0.64 energy_ev=-49722.7292
N 0.75 -0.24 -0.34
N -1.05 0.34 -0.26
S 1.83 0.91 -0.72
S -2.00 -1.03 -0.09
Cl 1.07 -1.10 1.12
Cl -1.02 1.25 1.12
H 1.98 1.53 0.36
H -1.56 -1.66 -1.20

Record 3
6
Properties=species:S:1:pos:R:3 method="wB97M-V/def2-TZVPD" fmax_ev_per_a=3.27 charge=0 e_lumo_ev="-1.24 / -1.09" energy_ev=-35850.2548
N -0.66 0.22 0.48
P 0.97 0.25 0.79
Cl -1.29 1.55 -0.24
Cl -1.17 -1.34 -0.29
H 1.18 -1.16 0.92
H 0.97 0.49 -1.67

Record 4
8
Properties=species:S:1:pos:R:3 method="wB97M-V/def2-TZVPD" fmax_ev_per_a=2.35 charge=0 e_lumo_ev="-0.33 / -0.33" energy_ev=-29560.0639
N -1.18 0.87 0.07
N -0.05 0.48 0.57
N 0.45 -0.74 0.46
Cl 2.04 -0.88 1.03
Cl -0.48 -1.11 -2.35
H 0.07 -1.50 -1.14
H -1.39 1.86 0.22
H 0.55 1.03 1.15

Record 5
7
Properties=species:S:1:pos:R:3 method="wB97M-V/def2-TZVPD" fmax_ev_per_a=3.40 charge=0 smiles="[H]/N=[SiH]/Cl.Cl" e_lumo_ev=0.00 energy_ev=-34461.3124
H -0.01 1.04 -0.60
N -1.00 0.84 -0.66
Si -1.90 -0.01 0.39
Cl -3.69 -0.56 -0.16
H -1.66 -0.77 1.60
Cl 1.46 -1.11 -0.12
H 1.52 -0.04 -0.86

Record 6
7
Properties=species:S:1:pos:R:3 method="wB97M-V/def2-TZVPD" s_squared=2.003 fmax_ev_per_a=1.90 charge=0 e_lumo_ev="0.51 / -2.60" energy_ev=-34457.7041 spin_multiplicity=3
N 2.06 0.37 0.41
Si -2.24 -1.13 -1.07
Cl -2.75 -0.28 0.73
Cl 1.36 -0.38 1.86
H 1.86 1.41 0.38
H 1.70 -0.07 -0.46
H -1.99 0.08 -1.85